w:
A 15-piece molecular cluster, F6H28O14P overall, computed with ωB97M-V/def2-TZVPD.

Last columns: bonded neighbours and bond lengths (Å).
Cartesian coordinates (Å):
1 P -0.98967 -0.28428 0.06379  F2 1.674, F3 1.642, F4 1.631, F5 1.597, F6 1.609, F7 1.621
2 F -2.15721 -1.35200 -0.48197  P1 1.674
3 F 0.13545 -1.36128 -0.45762  P1 1.642
4 F -0.97469 0.29342 -1.46148  P1 1.631
5 F 0.19617 0.73838 0.37535  P1 1.597
6 F -2.01000 0.88562 0.48889  P1 1.609
7 F -0.89615 -0.92312 1.55048  P1 1.621
8 O -1.99603 4.79522 -1.49593  H9 0.957, H10 0.957
9 H -1.62650 3.91262 -1.46933  O8 0.957
10 H -1.87375 5.13342 -0.60886  O8 0.957
11 O 2.41510 1.05226 4.26197  H12 0.957, H13 0.957
12 H 1.77306 0.86721 3.57657  O11 0.957
13 H 2.90249 1.80897 3.93626  O11 0.957
14 O 3.39762 -4.78769 -0.28246  H15 0.957, H16 0.957
15 H 2.65803 -4.25839 -0.58093  O14 0.957
16 H 3.66666 -5.28227 -1.05657  O14 0.957
17 O -2.90988 -2.09663 6.23123  H18 0.957, H19 0.957
18 H -3.51811 -2.48670 6.85904  O17 0.957
19 H -2.18062 -2.71510 6.18757  O17 0.957
20 O -2.05139 5.53301 2.62372  H21 0.957, H22 0.957
21 H -2.94378 5.87217 2.55407  O20 0.957
22 H -2.12990 4.76548 3.19025  O20 0.957
23 O 1.99199 5.75751 0.25775  H24 0.957, H25 0.957
24 H 2.02230 5.14913 -0.48061  O23 0.957
25 H 1.17179 5.55054 0.70572  O23 0.957
26 O 4.73292 0.69179 -1.85805  H27 0.957, H28 0.957
27 H 5.65956 0.47734 -1.96557  O26 0.957
28 H 4.27779 -0.14094 -1.98306  O26 0.957
29 O 0.58466 1.54327 -6.58513  H30 0.957, H31 0.957
30 H 0.27689 1.00219 -5.85798  O29 0.957
31 H 0.67257 0.93340 -7.31764  O29 0.957
32 O 0.15860 -3.20573 -4.44811  H33 0.957, H34 0.957
33 H 1.08389 -3.45066 -4.43879  O32 0.957
34 H -0.00433 -2.85010 -3.57449  O32 0.957
35 O -4.68848 -1.82460 -4.78927  H36 0.957, H37 0.957
36 H -4.08928 -1.44837 -5.43398  O35 0.957
37 H -4.19286 -1.82129 -3.97039  O35 0.957
38 O -1.65486 2.13180 5.62216  H39 0.957, H40 0.957
39 H -2.12232 2.27068 6.44583  O38 0.957
40 H -1.67985 1.18425 5.48886  O38 0.957
41 O -2.21275 -6.52271 -0.02174  H42 0.957, H43 0.957
42 H -3.10701 -6.49942 -0.36229  O41 0.957
43 H -2.21120 -5.88525 0.69232  O41 0.957
44 O 2.43138 3.82106 -3.40191  H45 0.957, H46 0.957
45 H 2.03900 3.54731 -4.23097  O44 0.957
46 H 2.48256 3.01782 -2.88383  O44 0.957
47 O 2.74127 -4.66344 3.72724  H48 0.957, H49 0.957
48 H 2.72302 -4.83099 2.78499  O47 0.957
49 H 2.02583 -4.04491 3.87490  O47 0.957

Computed properties:
Gap between HOMO and LUMO = 10.83 eV
Total charge = -1
LUMO = 0.070 Ha

x:
A 15-piece molecular cluster, F6H28O14P overall, computed with ωB97M-V/def2-TZVPD.

Last columns: bonded neighbours and bond lengths (Å).
Cartesian coordinates (Å):
1 P -0.23662 0.17706 0.59699  F2 1.641, F3 1.610, F4 1.617, F5 1.594, F6 1.641, F7 1.623
2 F -1.82906 -0.21666 0.62435  P1 1.641
3 F -0.04434 -0.57975 2.00510  P1 1.610
4 F 0.00905 -1.19612 -0.22031  P1 1.617
5 F 1.32213 0.50384 0.53408  P1 1.594
6 F -0.48527 0.97061 -0.81789  P1 1.641
7 F -0.61606 1.58517 1.31014  P1 1.623
8 O -0.99647 -4.26475 0.22434  H9 0.961, H10 0.964
9 H -1.47572 -4.69399 0.93880  O8 0.961
10 H -1.17539 -3.32426 0.33560  O8 0.964
11 O 1.69192 -0.55400 4.23277  H12 0.963, H13 0.960
12 H 1.74524 -0.37012 3.28937  O11 0.963
13 H 0.87382 -1.04658 4.33345  O11 0.960
14 O 4.10982 1.65149 2.25535  H15 0.960, H16 0.977
15 H 4.25703 2.12532 3.07738  O14 0.960
16 H 3.27081 2.02292 1.92105  O14 0.977
17 O 2.36694 -2.62549 -0.87223  H18 0.963, H19 0.962
18 H 2.15930 -2.52857 0.06307  O17 0.963
19 H 2.78662 -3.48773 -0.94640  O17 0.962
20 O -4.56477 0.39499 0.48201  H21 0.962, H22 0.965
21 H -4.87121 0.27498 1.38636  O20 0.962
22 H -3.65058 0.08644 0.50539  O20 0.965
23 O -2.93827 -0.31014 3.38631  H24 0.966, H25 0.961
24 H -2.14509 -0.19332 2.84729  O23 0.966
25 H -2.66792 -0.90410 4.09168  O23 0.961
26 O -2.28649 3.01354 -0.86917  H27 0.969, H28 0.961
27 H -1.78584 2.18369 -0.88037  O26 0.969
28 H -3.00223 2.87133 -0.24341  O26 0.961
29 O 0.50100 -2.52741 -2.93519  H30 0.971, H31 0.973
30 H -0.34957 -2.48260 -2.46949  O29 0.971
31 H 1.16603 -2.34003 -2.25076  O29 0.973
32 O 1.39246 3.12116 -1.53201  H33 0.962, H34 0.966
33 H 2.19942 2.59920 -1.56321  O32 0.962
34 H 0.69766 2.48077 -1.32946  O32 0.966
35 O -2.12209 -1.95790 -2.03293  H36 0.974, H37 0.962
36 H -1.64953 -1.41813 -1.37472  O35 0.974
37 H -3.05335 -1.81180 -1.84080  O35 0.962
38 O 0.00910 -0.07732 -4.03096  H39 0.966, H40 0.959
39 H -0.29042 -0.99386 -3.97434  O38 0.966
40 H 0.80135 -0.06288 -3.49131  O38 0.959
41 O 4.19762 -0.70688 0.74651  H42 0.974, H43 0.962
42 H 3.99790 -0.00598 1.39273  O41 0.974
43 H 3.40689 -0.78005 0.20296  O41 0.962
44 O 1.74822 3.02084 2.20395  H45 0.965, H46 0.964
45 H 0.83395 2.71960 2.27448  O44 0.965
46 H 1.70629 3.77246 1.60168  O44 0.964
47 O -1.83559 2.00732 -4.74607  H48 0.961, H49 0.973
48 H -1.84747 2.63658 -4.01937  O47 0.961
49 H -1.33123 1.24112 -4.42273  O47 0.973

Computed properties:
Gap between HOMO and LUMO = 10.10 eV
Total charge = -1
LUMO = 0.081 Ha

Quick ranking, most stable first: x, w.

w:
The molecule C7H11N3O3S, computed with ωB97M-V/def2-TZVPD.

Last columns: bonded neighbours and bond lengths (Å).
Cartesian coordinates (Å):
1 C -1.22009 -2.10069 1.38774  C2 1.557, C3 1.293, H15 1.015
2 C -1.63209 -0.81917 2.17037  C1 1.557, N8 1.274, H16 1.104
3 C -1.24092 -2.28978 0.10931  C1 1.293, N10 1.218
4 C -1.01151 -2.11935 -2.29526  C7 1.525, N10 1.353, O11 1.218
5 C 1.36256 -0.25718 -1.35675  O13 1.503, H17 1.009, H18 1.092, H19 1.112
6 C 1.84399 2.77829 1.97811  S14 1.878, H20 1.086, H21 1.082, H22 1.086
7 C -0.86889 -0.60863 -2.44208  C4 1.525, O13 1.420, H23 1.133, H24 1.153
8 N -0.99702 0.28476 2.18804  C2 1.274, N9 1.343
9 N 0.18922 0.80689 1.83424  N8 1.343, S14 1.599
10 N -1.47221 -2.46926 -1.07258  C3 1.218, C4 1.353
11 O -0.74700 -2.86776 -3.21967  C4 1.218
12 O 0.07720 2.38805 -0.09083  S14 1.687, H25 0.977
13 O -0.11127 0.02990 -1.42437  C5 1.503, C7 1.420
14 S 0.04887 2.38168 1.59546  C6 1.878, N9 1.599, O12 1.687
15 H -0.81365 -2.76210 2.04112  C1 1.015
16 H -2.65913 -0.85118 2.57436  C2 1.104
17 H 1.80668 -0.13179 -2.25451  C5 1.009
18 H 1.45972 -1.18525 -0.78869  C5 1.092
19 H 1.88670 0.43105 -0.65845  C5 1.112
20 H 1.94263 3.82350 1.70201  C6 1.086
21 H 2.33942 2.06053 1.33845  C6 1.082
22 H 1.93765 2.50825 3.02603  C6 1.086
23 H -0.23547 -0.43891 -3.36553  C7 1.133
24 H -1.89957 -0.09399 -2.47795  C7 1.153
25 H 0.01420 1.50214 -0.49856  O12 0.977

Computed properties:
Gap between HOMO and LUMO = 8.40 eV
LUMO = 0.020 Ha

x:
A 2-piece molecular cluster, C7H11N3O3S overall, computed with ωB97M-V/def2-TZVPD.

Last columns: bonded neighbours and bond lengths (Å).
Cartesian coordinates (Å):
1 C 0.86761 -3.33923 -0.34684  C2 1.553, H11 1.085, H12 1.081, H13 1.080
2 C 1.12605 -2.05089 -1.17529  C1 1.553, C3 1.485, C5 1.546, O8 1.408
3 C 0.84843 -2.43318 -2.58264  C2 1.485, N4 1.155
4 N 0.66815 -2.73439 -3.68304  C3 1.155
5 C 0.14511 -0.96285 -0.68053  C2 1.546, C6 1.471, H14 1.077, H15 1.074
6 C -1.16553 -1.24253 -1.28593  C5 1.471, N7 1.156
7 N -2.18239 -1.38138 -1.81795  C6 1.156
8 O 2.48238 -1.73566 -0.96372  C2 1.408, N9 1.442
9 N 2.80535 -0.37424 -1.31096  O8 1.442, O10 1.156
10 O 3.13677 -0.28481 -2.41443  N9 1.156
11 H 1.83796 -3.75578 -0.09635  C1 1.085
12 H 0.41069 -3.05364 0.59070  C1 1.081
13 H 0.28866 -4.06899 -0.89275  C1 1.080
14 H 0.39487 0.04006 -0.98433  C5 1.077
15 H -0.01831 -0.98484 0.38121  C5 1.074
16 C -0.02671 3.52716 1.97669  S17 1.796, H20 1.088, H21 1.090, H22 1.090
17 S -0.77432 1.89417 1.93577  C16 1.796, O18 1.494, C19 1.796
18 O -0.35822 1.25262 0.65223  S17 1.494
19 C -2.46505 2.45933 1.71601  S17 1.796, H23 1.090, H24 1.090, H25 1.088
20 H 1.05027 3.40443 2.06855  C16 1.088
21 H -0.25818 4.05973 1.05449  C16 1.090
22 H -0.40593 4.07605 2.83828  C16 1.090
23 H -2.53608 3.06143 0.81049  C19 1.090
24 H -2.76614 3.04281 2.58576  C19 1.090
25 H -3.10546 1.58461 1.62460  C19 1.088

Computed properties:
Gap between HOMO and LUMO = 9.08 eV
LUMO = -0.022 Ha

Quick ranking, most stable first: x, w.

w:
The molecule C4H8Si, computed with ωB97M-V/def2-TZVPD.

Last columns: bonded neighbours and bond lengths (Å).
Cartesian coordinates (Å):
1 C 0.85744 -1.15762 0.06234  C2 1.354, C3 1.496, H6 1.153
2 C -0.44894 -1.50395 0.14820  C1 1.354, Si5 1.901, H7 1.070
3 C 1.14912 0.30664 -0.02871  C1 1.496, C4 1.544, H8 1.133, H9 1.069
4 C -0.08856 1.21806 0.11734  C3 1.544, Si5 1.891, H10 1.083, H11 1.066
5 Si -1.55528 0.03263 -0.02404  C2 1.901, C4 1.891, H12 1.389, H13 1.375
6 H 1.72303 -1.89076 -0.14694  C1 1.153
7 H -0.75744 -2.51483 -0.02052  C2 1.070
8 H 2.00744 0.77853 0.54078  C3 1.133
9 H 1.49324 0.39603 -1.03724  C3 1.069
10 H -0.14346 1.61993 1.12158  C4 1.083
11 H -0.08821 2.09987 -0.48081  C4 1.066
12 H -1.97380 0.08147 -1.34805  Si5 1.389
13 H -2.17458 0.53400 1.09606  Si5 1.375

Computed properties:
Gap between HOMO and LUMO = 10.56 eV
LUMO = 0.042 Ha
SMILES string = C1=C[SiH2]CC1

x:
A 2-piece molecular cluster, C4H8Si overall, computed with ωB97M-V/def2-TZVPD.

Last columns: bonded neighbours and bond lengths (Å).
Cartesian coordinates (Å):
1 C -0.09802 -1.07668 -0.45562  C2 1.333, H6 1.040
2 C -0.41745 -1.19689 -1.74410  C1 1.333, C4 1.369
3 C 0.07671 1.88471 1.51896  Si5 1.843, H7 1.069, H8 1.077, H9 1.163
4 C -0.44218 -1.43861 -3.09171  C2 1.369, H10 1.053, H11 1.024
5 Si 0.01720 0.07639 1.87062  C3 1.843, H12 1.403, H13 1.509
6 H 0.67898 -1.62911 -0.04021  C1 1.040
7 H 0.62021 2.05309 0.61405  C3 1.069
8 H -0.80914 2.46462 1.31959  C3 1.077
9 H 0.75224 2.51008 2.23050  C3 1.163
10 H -1.12949 -2.08812 -3.55414  C4 1.053
11 H 0.16103 -0.85197 -3.67559  C4 1.024
12 H 1.30348 -0.48333 1.85177  Si5 1.403
13 H -0.71356 -0.22416 3.15588  Si5 1.509

Computed properties:
Gap between HOMO and LUMO (alpha / beta) = 7.86 / 7.86 eV
LUMO (alpha / beta) = -0.010 / -0.010 Ha

Quick ranking, most stable first: w, x.

w:
A 4-piece molecular cluster, C2H12NO4 overall, computed with ωB97M-V/def2-TZVPD.

Last columns: bonded neighbours and bond lengths (Å).
Cartesian coordinates (Å):
1 C -0.07304 1.54773 -0.88343  O2 1.422, C3 1.534, H5 1.097, H6 1.111
2 O 0.56338 1.88207 -2.10991  C1 1.422, H12 1.005
3 C -0.54449 0.09423 -0.74918  C1 1.534, N4 1.473, H7 1.092, H8 1.096
4 N 0.40226 -0.98503 -0.42068  C3 1.473, H9 1.101, H10 1.011
5 H -0.90770 2.25185 -0.77954  C1 1.097
6 H 0.49911 1.84686 0.02133  C1 1.111
7 H -1.27263 -0.01193 -1.55631  C3 1.092
8 H -1.17622 0.17119 0.14317  C3 1.096
9 H 1.37572 -0.56346 -0.71663  N4 1.101
10 H 0.28055 -1.74733 -1.07362  N4 1.011
11 H 3.24137 -0.18152 -1.83026  O13 0.957
12 H 1.31798 1.22107 -2.16934  O2 1.005
13 O 2.30271 -0.01599 -1.74668  H11 0.957
14 H 0.45743 -1.60544 2.66026  O16 0.965
15 H 0.18953 -1.38627 0.88899  O16 1.157
16 O -0.20862 -1.52207 1.96732  H14 0.965, H15 1.157
17 H -2.52342 -0.21518 3.47655  O19 0.948
18 H -1.58187 -0.69009 2.32323  O19 0.995
19 O -2.34203 -0.09068 2.55473  H17 0.948, H18 0.995

Computed properties:
Gap between HOMO and LUMO = 8.38 eV
Total charge = -1
LUMO = 0.141 Ha

x:
A 4-piece molecular cluster, C2H12NO4 overall, computed with ωB97M-V/def2-TZVPD.

Last columns: bonded neighbours and bond lengths (Å).
Cartesian coordinates (Å):
1 C -0.38985 -1.80010 0.77398  O2 1.363, C3 1.598, H5 1.115, H6 1.109
2 O -1.58204 -1.28412 1.18663  C1 1.363
3 C 0.70331 -0.64620 0.60493  C1 1.598, N4 1.459, H7 1.088, H8 1.092
4 N 0.16979 0.71129 0.57275  C3 1.459, H9 1.023, H10 1.014
5 H 0.03086 -2.44126 1.58327  C1 1.115
6 H -0.43505 -2.45616 -0.11953  C1 1.109
7 H 1.29794 -0.77581 1.50674  C3 1.088
8 H 1.37230 -0.73877 -0.25306  C3 1.092
9 H -0.75135 0.71482 0.12706  N4 1.023
10 H -0.09995 0.97437 1.51444  N4 1.014
11 H -3.37000 0.47893 0.63177  O13 0.971
12 H -2.36024 -0.47237 0.08149  O13 1.040
13 O -2.88757 0.37659 -0.20508  H11 0.971, H12 1.040
14 H -0.30479 3.29238 -0.75894  O16 0.958
15 H 0.74839 2.27108 -0.39659  O16 0.980
16 O 0.63260 3.12521 -0.86242  H14 0.958, H15 0.980
17 H 2.73284 -0.66228 -0.98562  O19 0.965
18 H 2.59950 -1.28458 -2.43363  O19 0.958
19 O 3.20886 -0.96060 -1.76985  H17 0.965, H18 0.958

Computed properties:
Gap between HOMO and LUMO = 7.57 eV
Total charge = -1
LUMO = 0.140 Ha

Quick ranking, most stable first: w, x.